i | C10H12P2 | ωB97M-V/def2-TZVPD

CARTESIAN COORDINATES (ANGSTROEM)
C (-2.6280, -2.2270, -0.8014)
C (-3.7390, -1.5021, -0.6003)
C (-1.3876, -1.5095, -0.9060)
C (-3.7073, -0.1129, -0.4103)
C (-1.3471, -0.1597, -0.7843)
C (-2.5011, 0.5873, -0.4918)
C (0.9036, 2.6218, -1.0566)
C (3.4628, 0.1475, 0.8591)
C (2.4349, 0.9797, 0.5563)
C (3.7988, -0.5820, 2.1078)
P (2.3977, 1.8621, -0.9599)
P (-2.4151, 2.2777, -0.0424)
H (-2.7694, -3.3398, -0.8132)
H (-4.6959, -2.1208, -0.4757)
H (-0.5236, -2.0306, -1.1638)
H (-4.6372, 0.5700, -0.1731)
H (-0.5265, 0.4240, -1.0492)
H (0.0702, 2.3689, -0.3508)
H (0.7935, 3.0624, -2.0117)
H (4.2689, 0.0834, 0.2041)
H (1.5075, 1.0234, 1.1473)
H (4.7972, -0.4180, 2.4630)
H (2.9979, -0.3913, 2.8169)
H (3.4447, -1.6144, 1.9360)

Output
Charge: 0
Orbital gap (alpha / beta), eV: 6.51 / 6.80
Lowest unoccupied orbital energy (alpha / beta), eV: -1.0 / -1.3
E_HOMO (alpha / beta), eV: -7.56 / -8.13

These are the Mulliken partial charges, in e, on atoms 1 to 4: atom 1 (C): -0.366, atom 2 (C): -0.394, atom 3 (C): -0.687, atom 4 (C): -0.308


ii | C10H12P2 | ωB97M-V/def2-TZVPD

CARTESIAN COORDINATES (ANGSTROEM)
C (-0.3610, -2.6204, -1.0012)
P (-0.8557, -1.7619, 0.3753)
C (0.3195, -2.2906, 1.7750)
P (-3.0219, -1.2946, 1.1621)
C (-2.4498, 0.2092, 0.2862)
C (-1.1859, 0.0284, -0.1248)
C (-0.1238, 0.9193, -0.5403)
C (-0.2886, 2.3030, -0.6452)
C (0.8127, 3.1197, -0.8138)
C (2.0878, 2.5779, -0.8890)
C (2.2565, 1.2047, -0.8260)
C (1.1610, 0.3833, -0.6529)
H (-0.8979, -2.3432, -1.8976)
H (-0.2664, -3.6920, -0.8576)
H (1.2691, -1.7800, 1.6484)
H (0.4369, -3.3604, 1.6279)
H (-0.1126, -2.0776, 2.7489)
H (-2.5925, -0.8379, 2.4155)
H (-3.0664, 1.0817, 0.1282)
H (-1.2771, 2.7337, -0.5693)
H (0.6833, 4.1901, -0.8706)
H (2.9462, 3.2264, -0.9934)
H (3.2458, 0.7726, -0.8892)
H (1.2807, -0.6914, -0.5968)

Output
Charge: 0
Orbital gap (alpha / beta), eV: 7.57 / 7.57
Lowest unoccupied orbital energy (alpha / beta), eV: 0.2 / 0.2
E_HOMO (alpha / beta), eV: -7.35 / -7.35

These are the Mulliken partial charges, in e, on atoms 1 to 4: atom 1 (C): -1.056, atom 2 (P): 0.585, atom 3 (C): -0.989, atom 4 (P): -0.214


Energy comparison, zero being the most stable, in hartree: i 0.1000; ii 0.0000.


i | H4O2 | ωB97M-V/def2-TZVPD

CARTESIAN COORDINATES (ANGSTROEM)
O (5.0197, -9.0745, -9.5805)
H (4.1162, -9.3427, -9.3822)
H (5.5190, -9.2464, -8.7770)
O (-4.8889, 9.1594, 9.5000)
H (-5.6031, 8.7978, 10.0351)
H (-5.2297, 9.1218, 8.6013)

Output
Charge: 0
Orbital gap, eV: 12.72
Lowest unoccupied orbital energy, eV: 1.1
E_HOMO, eV: -11.63

These are the Mulliken partial charges, in e, on atoms 1 to 4: atom 1 (O): -0.640, atom 2 (H): 0.320, atom 3 (H): 0.320, atom 4 (O): -0.639


ii | H4O2 | ωB97M-V/def2-TZVPD

CARTESIAN COORDINATES (ANGSTROEM)
O (-0.0108, -0.6743, 1.3274)
H (0.8163, -1.1885, 1.5835)
H (-0.1793, -1.1776, 0.4973)
O (-0.0358, 0.6776, -1.2175)
H (-0.0009, 1.5373, -1.7133)
H (-0.5896, 0.8254, -0.4773)

Output
Charge: 0
Orbital gap, eV: 12.26
Lowest unoccupied orbital energy, eV: 1.0
E_HOMO, eV: -11.30

These are the Mulliken partial charges, in e, on atoms 1 to 4: atom 1 (O): -0.651, atom 2 (H): 0.316, atom 3 (H): 0.337, atom 4 (O): -0.626


Energy comparison, zero being the most stable, in hartree: i 0.0000; ii 0.0024.


i | H4O2 | ωB97M-V/def2-TZVPD

CARTESIAN COORDINATES (ANGSTROEM)
O (-0.1554, 0.6447, -1.2453)
H (-0.1360, -0.0821, -0.6013)
H (-1.0018, 0.9859, -0.9239)
O (0.1826, -0.6428, 1.0512)
H (1.1094, -0.6491, 1.2267)
H (-0.1895, -0.2697, 1.8508)

Output
Charge: 0
Orbital gap, eV: 11.33
Lowest unoccupied orbital energy, eV: 0.6
E_HOMO, eV: -10.69

These are the Mulliken partial charges, in e, on atoms 1 to 4: atom 1 (O): -0.648, atom 2 (H): 0.381, atom 3 (H): 0.283, atom 4 (O): -0.656


ii | H4O2 | ωB97M-V/def2-TZVPD

CARTESIAN COORDINATES (ANGSTROEM)
O (-1.3125, -0.2070, 1.1601)
H (-0.5134, -0.1146, 0.5787)
H (-2.0792, 0.3122, 0.7798)
O (0.9280, 0.0393, -0.7919)
H (1.3882, -0.0703, -1.6331)
H (1.5889, 0.0403, -0.0937)

Output
Charge: 0
Orbital gap, eV: 11.53
Lowest unoccupied orbital energy, eV: 0.7
E_HOMO, eV: -10.88

These are the Mulliken partial charges, in e, on atoms 1 to 4: atom 1 (O): -0.657, atom 2 (H): 0.376, atom 3 (H): 0.320, atom 4 (O): -0.675


Energy comparison, zero being the most stable, in hartree: i 0.0024; ii 0.0000.


i | H4O2 | ωB97M-V/def2-TZVPD

CARTESIAN COORDINATES (ANGSTROEM)
O (-1.6725, -0.1018, -0.0243)
H (-1.8830, 0.8155, 0.1284)
H (-0.7202, -0.1042, 0.1886)
O (1.5496, -0.0236, -0.1217)
H (1.8884, -0.5472, 0.6074)
H (1.6981, 0.8391, 0.2438)

Output
Charge: 0
Orbital gap, eV: 11.79
Lowest unoccupied orbital energy, eV: 0.6
E_HOMO, eV: -11.18

These are the Mulliken partial charges, in e, on atoms 1 to 4: atom 1 (O): -0.638, atom 2 (H): 0.305, atom 3 (H): 0.340, atom 4 (O): -0.663


ii | H4O2 | ωB97M-V/def2-TZVPD

CARTESIAN COORDINATES (ANGSTROEM)
O (-0.9811, 0.9876, 0.7563)
H (-0.5946, 1.8873, 0.6538)
H (-0.3847, 0.4076, 0.2931)
O (0.5175, -0.7439, -0.6640)
H (0.0200, -1.5597, -0.5045)
H (1.4229, -0.9788, -0.5349)

Output
Charge: 0
Orbital gap, eV: 11.39
Lowest unoccupied orbital energy, eV: 0.7
E_HOMO, eV: -10.72

These are the Mulliken partial charges, in e, on atoms 1 to 4: atom 1 (O): -0.667, atom 2 (H): 0.319, atom 3 (H): 0.398, atom 4 (O): -0.705


iii | H4O2 | ωB97M-V/def2-TZVPD

CARTESIAN COORDINATES (ANGSTROEM)
O (0.0294, 0.9949, 0.5353)
H (0.8435, 0.9008, 1.0526)
H (-0.2254, 1.9355, 0.7222)
O (-0.2973, -1.2681, -1.1311)
H (-0.2609, -0.4268, -0.5897)
H (-0.0893, -2.1364, -0.5893)

Output
Charge: 0
Orbital gap, eV: 11.14
Lowest unoccupied orbital energy, eV: 0.5
E_HOMO, eV: -10.60

These are the Mulliken partial charges, in e, on atoms 1 to 4: atom 1 (O): -0.680, atom 2 (H): 0.314, atom 3 (H): 0.324, atom 4 (O): -0.674


iv | H4O2 | ωB97M-V/def2-TZVPD

CARTESIAN COORDINATES (ANGSTROEM)
O (5.2718, 19.8589, -4.6852)
H (5.2941, 19.2873, -5.4526)
H (5.2939, 20.7454, -5.0455)
O (0.6082, 19.2995, -1.8163)
H (0.1067, 20.0742, -1.5620)
H (1.3007, 19.6376, -2.3840)

Output
Charge: 0
Orbital gap, eV: 12.36
Lowest unoccupied orbital energy, eV: 0.9
E_HOMO, eV: -11.51

These are the Mulliken partial charges, in e, on atoms 1 to 4: atom 1 (O): -0.637, atom 2 (H): 0.319, atom 3 (H): 0.318, atom 4 (O): -0.639


Energy comparison, zero being the most stable, in hartree: i 0.0022; ii 0.0000; iii 0.0088; iv 0.0041.


i | H4O2 | ωB97M-V/def2-TZVPD

CARTESIAN COORDINATES (ANGSTROEM)
O (1.0898, -0.8607, -0.7740)
H (0.1525, -0.6097, -0.7828)
H (1.0872, -0.8188, 0.2602)
O (-0.9640, 0.6547, 0.1042)
H (-0.4303, 1.4426, 0.2178)
H (-0.9351, 0.1919, 0.9748)

Output
Charge: 0
Orbital gap, eV: 11.47
Lowest unoccupied orbital energy, eV: 0.5
E_HOMO, eV: -10.99

These are the Mulliken partial charges, in e, on atoms 1 to 4: atom 1 (O): -0.649, atom 2 (H): 0.379, atom 3 (H): 0.294, atom 4 (O): -0.715


ii | H4O2 | ωB97M-V/def2-TZVPD

CARTESIAN COORDINATES (ANGSTROEM)
O (0.9825, -1.1595, 1.0281)
H (0.4269, -1.4213, 0.3325)
H (1.8897, -1.0611, 0.7249)
O (-0.7801, 1.0758, -0.5005)
H (-1.5280, 1.5094, -0.0924)
H (-0.9911, 1.0567, -1.4927)

Output
Charge: 0
Orbital gap, eV: 11.94
Lowest unoccupied orbital energy, eV: 0.8
E_HOMO, eV: -11.10

These are the Mulliken partial charges, in e, on atoms 1 to 4: atom 1 (O): -0.619, atom 2 (H): 0.298, atom 3 (H): 0.311, atom 4 (O): -0.629


Energy comparison, zero being the most stable, in hartree: i 0.0039; ii 0.0000.


i | H4O2 | ωB97M-V/def2-TZVPD

CARTESIAN COORDINATES (ANGSTROEM)
O (-1.1801, 0.5669, -2.5246)
H (-0.8755, 0.3133, -1.6533)
H (-2.1278, 0.6615, -2.4294)
O (1.0913, -0.4565, 1.9629)
H (1.5137, -1.2863, 2.1849)
H (1.5783, 0.2011, 2.4595)

Output
Charge: 0
Orbital gap, eV: 12.33
Lowest unoccupied orbital energy, eV: 0.9
E_HOMO, eV: -11.44

These are the Mulliken partial charges, in e, on atoms 1 to 4: atom 1 (O): -0.642, atom 2 (H): 0.322, atom 3 (H): 0.318, atom 4 (O): -0.634


ii | H4O2 | ωB97M-V/def2-TZVPD

CARTESIAN COORDINATES (ANGSTROEM)
O (-0.5257, -0.7423, -1.0840)
H (-0.6781, -1.5617, -0.6135)
H (-1.4009, -0.3841, -1.2320)
O (0.6604, 0.9078, 1.3070)
H (0.3766, 0.5971, 0.4473)
H (1.5676, 1.1832, 1.1752)

Output
Charge: 0
Orbital gap, eV: 11.98
Lowest unoccupied orbital energy, eV: 0.8
E_HOMO, eV: -11.16

These are the Mulliken partial charges, in e, on atoms 1 to 4: atom 1 (O): -0.673, atom 2 (H): 0.331, atom 3 (H): 0.328, atom 4 (O): -0.649


iii | H4O2 | ωB97M-V/def2-TZVPD

CARTESIAN COORDINATES (ANGSTROEM)
O (1.5477, -0.2433, 0.0262)
H (0.5720, -0.1190, -0.1656)
H (1.9612, 0.6203, -0.0675)
O (-0.9817, -0.1262, -0.0327)
H (-1.6556, -0.8018, 0.0779)
H (-1.4435, 0.6700, 0.1618)

Output
Charge: 0
Orbital gap, eV: 10.88
Lowest unoccupied orbital energy, eV: 0.5
E_HOMO, eV: -10.34

These are the Mulliken partial charges, in e, on atoms 1 to 4: atom 1 (O): -0.680, atom 2 (H): 0.408, atom 3 (H): 0.287, atom 4 (O): -0.623


Energy comparison, zero being the most stable, in hartree: i 0.0058; ii 0.0000; iii 0.0085.